ORCA calculation (ωB97M-V/def2-TZVPD) on a structure of composition C18H30N2O3PS2V at a distorted geometry.

E	-3119.89740	hartree
M	468.50	g mol⁻¹
spin multiplicity	2
energy above the lowest of the compared OMol25 structures with the same formula, charge and spin	76.1	kJ/mol
orbital gap (alpha / beta)	0.1913 / 0.2101	Eh
LUMO (alpha / beta)	-11.8 / -11.4	eV
total charge	+3
E_HOMO (alpha / beta)	-17.01 / -17.10	eV

```
57
Properties=species:S:1:pos:R:3:forces:R:3:lowdin_spin:R:1
V -0.5886 0.0641 0.0617 0.341 -5.067 1.158 1.121
C 1.4579 -1.4298 -5.0151 -0.214 -0.107 0.151 0.000
C 1.2437 -2.6736 -4.1907 0.522 -0.002 -0.646 0.001
O 0.1162 -2.4754 -3.2498 -0.451 0.608 1.073 0.009
P 0.0021 -2.1088 -1.7567 0.154 -1.137 0.089 0.015
S -1.7914 -1.1672 -1.3724 0.057 0.016 0.025 -0.061
S 1.2879 -0.7317 -0.9056 -0.137 -0.072 -0.081 -0.058
O 0.1123 -3.3769 -0.8443 -0.048 1.090 -0.489 0.002
C 0.2075 -4.7772 -1.3055 0.010 -0.812 -0.043 0.000
C 0.0184 -5.6386 -0.0814 0.008 0.191 -0.191 0.000
H 2.2842 -1.6144 -5.6971 0.103 -0.014 -0.050 0.000
H 1.7134 -0.5742 -4.3910 0.053 0.036 0.012 0.000
H 0.5788 -1.1991 -5.6115 -0.054 0.027 -0.009 0.000
H 2.1377 -2.9454 -3.6305 -0.126 -0.069 0.151 0.000
H 0.9185 -3.5154 -4.8045 0.041 0.082 0.194 0.000
H 1.1949 -4.9187 -1.7463 -0.037 0.147 0.039 0.000
H -0.5590 -4.9513 -2.0626 0.043 0.094 0.081 0.000
H 0.7005 -5.3270 0.7045 0.091 -0.030 0.078 0.000
H 0.2412 -6.6709 -0.3326 -0.005 -0.131 -0.052 0.000
H -1.0039 -5.5831 0.2780 -0.115 -0.018 0.068 0.000
C 0.2929 -0.6540 2.5799 1.467 -0.787 0.820 0.001
C 0.0734 -0.8207 4.1440 0.366 -0.080 -0.314 -0.002
N -1.2262 -0.3267 4.4435 -0.123 0.005 1.348 -0.006
C -1.3416 1.0659 4.1596 0.035 0.163 -0.228 -0.006
C -1.1861 1.2316 2.5973 -0.257 1.579 0.333 -0.004
N -0.9184 -0.0804 2.0067 0.064 -0.101 -0.624 -0.027
C -2.0572 -0.9570 2.2490 -1.478 -1.183 0.432 0.001
C -2.2531 -1.0859 3.8167 -0.249 -0.211 -0.433 -0.002
H 0.4928 -1.6366 2.1294 -0.065 0.274 -0.051 0.000
H 1.1446 0.0153 2.3956 -0.176 -0.102 -0.111 0.001
H 0.8255 -0.2527 4.6949 -0.035 -0.083 -0.105 0.000
H 0.1534 -1.8707 4.4309 0.024 0.089 -0.092 0.000
H -0.5600 1.6158 4.6845 -0.041 0.012 -0.091 0.000
H -2.3083 1.4410 4.4967 0.042 0.010 -0.122 -0.001
H -0.3528 1.9113 2.3755 -0.127 -0.137 -0.075 0.000
H -2.1121 1.6345 2.1653 0.227 -0.093 -0.013 0.000
H -1.8729 -1.9477 1.8127 0.042 0.274 -0.031 0.000
H -2.9613 -0.5261 1.7980 0.257 -0.060 -0.055 0.001
H -2.1862 -2.1289 4.1252 -0.019 0.020 -0.091 0.000
H -3.2306 -0.7063 4.1125 0.017 -0.021 -0.072 0.000
C -1.9319 3.1943 -1.5922 -0.196 -0.405 0.077 -0.001
C -0.6294 2.7164 -1.0548 0.641 3.732 -1.738 0.002
O -0.6357 1.5859 -0.4880 -0.226 2.915 -0.492 -0.007
C 0.5747 3.4911 -1.0821 -0.522 -0.898 0.281 0.002
C 1.6848 3.0453 -0.3174 0.101 -0.098 0.077 0.005
C 2.8193 3.8118 -0.2339 -0.011 -0.192 0.147 0.001
C 2.8901 5.0363 -0.9061 -0.215 -0.211 -0.040 0.008
C 1.8295 5.4629 -1.7008 -0.163 0.074 -0.123 0.000
C 0.6821 4.7080 -1.7990 -0.021 0.006 0.099 0.004
H -2.7039 2.4364 -1.4324 0.089 0.172 -0.104 0.000
H -1.8648 3.4146 -2.6578 0.088 -0.012 -0.089 0.000
H -2.2364 4.1212 -1.1016 0.092 0.020 0.064 0.000
H 1.6188 2.1011 0.2275 0.138 0.332 -0.100 0.001
H 3.6532 3.4812 0.3628 0.118 -0.031 0.082 0.000
H 3.7746 5.6496 -0.8148 0.080 0.036 -0.004 0.000
H 1.9066 6.3944 -2.2396 -0.017 0.070 -0.066 0.000
H -0.1187 5.0414 -2.4369 -0.183 0.092 -0.053 0.000
```
Positions in Å, forces in eV/Å.